The following is a quantum chemistry calculation of a structure of composition C12H4BrF5IMnO4S2, from the Open Molecules 2025 dataset.

ΔE to the lowest compared entry with this formula, charge and spin = 0.0 kJ/mol
Highest occupied orbital energy (alpha / beta) = -0.3243 / -0.3294 Ha
HOMO-LUMO gap (alpha / beta) = 6.52 / 7.88 eV

```
! wB97M-V def2-TZVPD RIJCOSX def2/J DEFGRID3
* xyz 0 5
Mn 1.336 0.648 0.547
F -1.608 -3.414 4.904
C -1.425 -2.653 3.830
C -0.142 -2.382 3.385
F 0.908 -2.879 4.028
C 0.017 -1.595 2.264
F 1.285 -1.350 1.837
C -1.042 -1.045 1.562
S -0.817 -0.026 0.146
C -2.315 -1.341 2.032
F -3.388 -0.861 1.401
C -2.511 -2.134 3.148
F -3.744 -2.399 3.574
O 3.003 1.187 3.563
S 2.635 1.879 2.375
O 2.993 3.250 2.221
O 1.094 1.687 2.075
O 3.088 1.059 1.108
Br 0.954 2.790 -1.180
C 0.411 1.763 -2.679
C -0.615 2.249 -3.473
C -1.044 1.512 -4.566
C -0.458 0.291 -4.864
C 0.563 -0.202 -4.067
C 0.996 0.539 -2.979
I 2.529 -0.223 -1.784
H -1.076 3.196 -3.230
H -1.845 1.897 -5.182
H -0.799 -0.286 -5.713
H 1.018 -1.158 -4.284
*
```